{
  "formula": "C5H37NO15",
  "method": "the ωB97M-V functional and the def2-TZVPD basis",
  "multiplicity": 1,
  "e_lumo_ev": -0.2,
  "de_lowest_kj_mol": 966.3,
  "homo_lumo_gap_ha": 0.35486,
  "fmax_ev_per_a": 9.51,
  "symbols": ["O", "C", "C", "C", "C", "N", "C", "O", "H", "H", "H", "H", "H", "H", "H", "H", "H", "H", "H", "H", "H", "O", "H", "H", "O", "H", "H", "O", "H", "H", "O", "H", "H", "O", "H", "H", "O", "H", "H", "O", "H", "H", "O", "H", "H", "O", "H", "H", "O", "H", "H", "O", "H", "H", "O", "H", "H", "O"],
  "coordinates": [[-2.7845, -1.1547, 0.9099], [-2.3245, -0.1174, 0.4468], [-1.0479, 0.6431, 0.9039], [-1.4139, 2.1537, 0.6532], [-2.2248, 2.5129, 1.8751], [-0.1051, 0.1614, -0.1201], [0.3976, -1.2040, 0.2089], [-0.4231, -2.2999, -0.0951], [-2.8554, 0.4276, -0.1762], [-0.7987, 0.5356, 1.8733], [-0.3939, 2.6501, 0.5118], [-2.0717, 2.1965, -0.3488], [-2.5848, 3.5175, 1.9290], [-1.7348, 2.2516, 2.8513], [-3.2097, 1.9862, 1.8701], [-0.4375, 0.2392, -1.1261], [1.5045, -1.1925, -0.2482], [0.2548, -1.2712, 1.2447], [-1.3092, -2.1131, -0.7295], [-0.6571, -1.3920, 4.7304], [-0.1907, -0.2274, 5.4408], [-0.9476, -0.5143, 4.9125], [0.5138, 4.1751, 1.1816], [0.2340, 3.3645, 2.4872], [0.8142, 4.0175, 2.0489], [1.2600, 0.6767, -3.1834], [1.7032, 1.4315, -4.4800], [1.1859, 1.3625, -3.7189], [-5.5191, 0.2205, 0.7794], [-5.0192, 1.1228, -0.3629], [-5.3717, 0.3282, -0.2343], [1.4861, -2.4181, 2.5017], [0.3681, -3.5205, 2.6272], [1.2056, -3.1508, 2.9835], [4.5935, -2.9467, -0.4537], [3.1924, -3.0070, -1.0263], [3.6580, -2.5343, -0.4181], [4.2352, 0.6998, 2.4340], [3.3759, -0.3113, 1.6704], [4.1503, 0.2294, 1.5339], [2.6362, 1.5088, -0.0188], [1.0601, 1.1908, -0.2577], [1.8109, 1.8720, -0.5133], [-1.4318, -4.8921, 1.7299], [-1.0130, -3.3827, 1.4042], [-1.1515, -4.0102, 2.0414], [-1.2090, -1.0812, -4.2378], [-1.5739, 0.1989, -4.6669], [-1.9458, -0.3996, -4.1363], [3.1104, 0.7831, -2.4947], [3.9684, -0.5525, -2.3320], [3.8077, 0.2718, -2.8727], [-0.1951, -2.5939, -2.4016], [0.4323, -3.2932, -3.6872], [0.1933, -2.5319, -3.3631], [0.8166, 4.5032, -2.8751], [0.7574, 4.6540, -1.2840], [0.4379, 4.8645, -2.1484]],
  "forces_ev_per_a": [[1.0, 1.1, -0.8], [1.4, -3.1, 6.1], [-3.3, 1.1, -6.0], [0.7, -1.2, -1.5], [-1.0, -0.2, 0.8], [0.2, -1.5, -0.3], [1.1, 2.2, -2.1], [-3.4, -0.7, -4.2], [-2.7, 2.4, -4.0], [1.4, -1.0, 3.1], [-1.8, -0.3, 0.1], [1.7, 0.3, 2.1], [0.3, 1.0, 0.0], [-0.3, 0.2, -0.9], [0.8, -0.2, 0.0], [0.2, 0.0, 1.6], [-2.4, -0.9, 1.1], [1.4, 0.5, 1.9], [3.6, -0.3, 2.7], [-0.1, -1.4, -0.6], [-0.3, 0.5, 0.1], [0.4, 1.0, 0.4], [-0.7, 0.1, -1.4], [0.4, 0.7, -0.7], [0.5, -0.5, 2.4], [1.2, -5.0, 2.9], [1.5, -0.8, -1.3], [-2.9, 5.8, -1.8], [0.5, 0.4, -2.8], [2.1, 5.3, -0.7], [-2.7, -5.6, 3.5], [0.5, 1.6, -1.4], [0.5, 0.2, 0.1], [-0.6, -1.9, 1.6], [-2.3, 1.1, 0.2], [-2.2, -2.2, -2.7], [4.4, 1.1, 2.4], [-0.1, -1.0, -2.2], [-0.3, -0.5, -0.1], [0.3, 1.5, 2.1], [-1.9, 1.1, -1.1], [1.6, 1.2, -0.5], [1.3, -1.9, 1.5], [0.3, 1.1, -0.2], [0.0, 2.1, -3.4], [-0.8, -3.3, 3.4], [-1.5, 0.5, 0.7], [1.8, 4.6, -3.3], [-0.1, -5.2, 2.8], [-0.7, 0.5, 0.9], [-0.5, 1.6, -0.6], [1.3, -2.1, -0.1], [1.4, -0.5, -2.9], [1.8, -6.8, -2.3], [-3.2, 7.2, 5.3], [2.3, -2.2, -2.6], [1.0, -0.8, -0.1], [-3.3, 2.9, 2.7]]
}

***

{
  "formula": "C5H38N2O12",
  "method": "the ωB97M-V functional and the def2-TZVPD basis",
  "multiplicity": 1,
  "e_lumo_ev": 0.1,
  "de_lowest_kj_mol": 385.3,
  "homo_lumo_gap_ha": 0.34020,
  "fmax_ev_per_a": 3.57,
  "symbols": ["N", "C", "C", "C", "N", "C", "C", "H", "H", "H", "H", "H", "H", "H", "H", "H", "H", "H", "H", "H", "H", "H", "H", "O", "H", "H", "O", "H", "H", "O", "H", "H", "O", "H", "H", "O", "H", "H", "O", "H", "H", "O", "H", "H", "O", "H", "H", "O", "H", "H", "O", "H", "H", "O", "H", "H", "O"],
  "coordinates": [[0.3593, -0.6119, 2.3454], [1.0186, -0.6208, 1.0452], [1.9901, -1.8319, 0.9223], [0.1141, -0.6126, -0.1710], [0.9886, -0.3619, -1.3549], [0.1482, -0.3282, -2.5705], [1.0887, 0.2024, -3.6896], [-0.0454, 0.2588, 2.6445], [-0.3908, -1.3117, 2.3895], [1.7034, 0.2527, 1.0777], [2.7756, -1.4817, 0.2098], [1.7589, -2.7742, 0.4467], [2.6840, -1.8054, 1.7704], [-0.3094, -1.6106, -0.2428], [-0.7386, 0.0242, -0.0044], [1.3663, 0.5738, -1.1715], [-0.6543, 0.4265, -2.5133], [-0.1925, -1.3201, -2.8478], [1.6409, 1.0458, -3.2614], [1.8772, -0.5485, -3.9223], [0.8028, 0.4446, -4.7007], [0.2304, -3.9842, -1.9192], [0.9959, -3.1482, -0.9921], [1.1028, -3.9648, -1.5072], [0.7611, 5.1420, -0.2311], [1.4664, 3.8828, 0.2483], [0.6493, 4.3985, 0.3707], [-2.0262, -2.4531, -2.2880], [-2.0048, -3.6727, -1.2360], [-1.4977, -3.0193, -1.7203], [-4.1030, -0.1908, -2.7312], [-3.0001, -0.4461, -1.7158], [-3.6600, -0.9003, -2.2545], [-1.5733, 4.1839, 1.5787], [-0.7855, 3.1183, 0.7814], [-1.5880, 3.2698, 1.2897], [-2.8714, 1.6676, 4.1586], [-2.1877, 0.6929, 5.1895], [-2.9072, 0.7876, 4.5590], [3.8613, 3.0907, 0.8738], [3.2686, 2.0592, -0.0113], [3.0691, 2.9325, 0.3472], [-0.0703, 3.0297, 4.1210], [-1.0674, 2.1461, 3.1853], [-0.6287, 2.2469, 4.0284], [-4.8154, -0.9124, 2.4711], [-4.1056, -1.4926, 3.7772], [-4.3416, -1.6502, 2.8562], [-3.1049, 2.1406, 1.4388], [-3.7207, 0.8640, 0.9097], [-3.8474, 1.8195, 0.8880], [4.0032, -3.2977, -2.3505], [2.5147, -3.3717, -2.1715], [3.2015, -2.8975, -2.7076], [4.1244, -0.0695, -2.4186], [2.9264, -0.2786, -1.6236], [3.7460, 0.2677, -1.5957]],
  "forces_ev_per_a": [[-0.6, -1.1, 0.0], [0.7, -0.7, 0.8], [2.5, 2.4, -0.8], [1.4, -0.8, 0.1], [-2.3, 0.2, 0.6], [1.5, 1.5, -1.6], [1.7, -1.0, 0.4], [0.1, 0.4, -0.2], [0.4, 0.3, 0.0], [-0.5, -0.1, -0.3], [-0.6, -0.1, -0.1], [-0.7, -0.4, 1.1], [-0.8, -1.0, 0.5], [-0.1, -0.2, -0.2], [-0.3, 1.0, -0.4], [-0.2, -0.1, -0.5], [-0.3, -0.6, 0.3], [-0.2, 0.0, 0.4], [-0.2, 0.2, -0.3], [-0.3, 0.1, 0.6], [-1.2, 0.3, 0.0], [-0.1, -0.2, -0.4], [0.1, -0.2, -0.1], [-0.4, 0.3, 0.6], [-0.2, 0.0, 0.0], [0.1, 0.0, 0.2], [0.4, 0.0, -0.3], [-0.8, -0.3, 0.1], [-0.6, 0.2, -0.2], [1.0, -0.1, 0.1], [0.0, -0.1, 0.0], [-0.1, 0.0, 0.0], [0.3, 0.0, 0.1], [0.3, 0.1, -0.2], [0.1, 0.6, -0.1], [-0.5, -0.7, 0.6], [0.3, -0.3, 0.6], [0.2, 0.5, -0.2], [-0.7, -0.4, -0.3], [-0.2, 0.4, 0.1], [-0.2, -0.2, -0.5], [0.4, -0.3, 0.1], [-0.4, -0.2, -0.8], [0.3, 0.9, -0.6], [0.3, -0.4, 1.3], [0.0, 0.3, 0.6], [-0.2, 0.7, -0.3], [0.3, -0.9, -0.3], [-0.4, 0.2, -0.7], [-0.2, 0.0, 0.0], [0.3, -0.4, 0.5], [0.2, 0.2, -0.3], [0.1, 0.4, -0.9], [0.1, -0.4, 0.7], [0.5, 0.3, 0.1], [0.3, 0.2, 0.5], [-0.6, -0.6, -0.4]]
}

***

{
  "formula": "C5H38N2O14",
  "method": "the ωB97M-V functional and the def2-TZVPD basis",
  "multiplicity": 1,
  "e_lumo_ev": 0.0,
  "de_lowest_kj_mol": 424.9,
  "homo_lumo_gap_ha": 0.35488,
  "fmax_ev_per_a": 3.64,
  "symbols": ["N", "C", "C", "C", "C", "N", "C", "O", "H", "H", "H", "H", "H", "H", "H", "H", "H", "H", "H", "H", "H", "H", "O", "H", "H", "O", "H", "H", "O", "H", "H", "O", "H", "H", "O", "H", "H", "O", "H", "H", "O", "H", "H", "O", "H", "H", "O", "H", "H", "O", "H", "H", "O", "H", "H", "O", "H", "H", "O"],
  "coordinates": [[-0.3298, 1.7893, -1.0015], [-2.8887, 1.4166, -1.7569], [-2.4623, 0.5818, -0.5887], [-0.8903, 0.7072, -0.1719], [-0.8097, 1.1201, 1.2974], [-1.0756, 0.1690, 2.2347], [-1.3052, -1.2242, 1.8930], [-0.5183, 2.2656, 1.6260], [-0.8928, 2.6237, -1.0590], [0.5183, 2.1104, -0.5381], [-2.2893, 1.1630, -2.6285], [-2.8141, 2.4658, -1.4567], [-3.9070, 1.3519, -2.1357], [-3.0100, 0.8637, 0.3040], [-2.5023, -0.5075, -0.6560], [-0.3747, -0.1953, -0.4493], [-0.6553, 0.2749, 3.1411], [-0.6243, -1.6375, 1.1395], [-2.3145, -1.5857, 1.7291], [-0.9200, -1.8233, 2.7264], [4.7003, -2.9407, -0.4777], [3.4966, -2.1086, -0.7960], [3.8062, -3.0341, -0.8231], [-2.1395, 3.1555, 1.5097], [-3.5250, 3.4788, 1.8375], [-2.9956, 2.7028, 1.6278], [0.2429, -3.8660, -0.9275], [0.5342, -2.3108, -1.2799], [0.2780, -2.9623, -0.6282], [-3.7964, -2.9305, -1.2833], [-2.4066, -2.4531, -1.4271], [-3.3090, -2.1897, -1.6590], [-2.3617, 1.1607, 3.4537], [-2.7406, 2.5000, 4.1768], [-2.5015, 1.5854, 4.3108], [3.0740, 3.1748, -0.4261], [2.8291, 2.3180, -1.6814], [3.5267, 2.6440, -1.0905], [0.9788, 3.5928, 1.8265], [0.1164, 4.4922, 1.0525], [1.0410, 4.2642, 1.1434], [-1.6365, -2.8301, -3.8471], [-0.5667, -3.6873, -3.2860], [-1.1388, -2.9511, -3.0357], [2.6858, -4.2483, 0.0169], [1.9722, -5.2034, -0.9457], [2.0770, -4.9931, -0.0174], [1.0623, 1.6936, -2.8375], [1.9661, 1.3704, -4.0114], [1.9161, 1.9360, -3.2352], [2.2824, 2.3055, 1.6896], [3.2275, 1.1604, 1.7426], [2.2826, 1.3517, 1.8121], [2.0738, -3.1244, 1.0863], [1.6992, -2.6794, 2.4588], [2.0173, -2.3235, 1.6299], [2.4911, -0.0472, 0.0699], [3.6542, 0.4228, -0.8172], [3.1519, -0.3552, -0.5606]],
  "forces_ev_per_a": [[1.5, -0.4, 0.1], [0.1, 0.2, -0.6], [1.4, -1.4, 1.8], [-1.9, 2.8, -1.3], [0.5, -0.8, 0.4], [-0.1, -0.6, -0.9], [1.4, -1.6, 0.6], [0.2, -0.5, 0.0], [-0.4, -0.2, 0.2], [0.0, 0.0, -0.1], [0.3, 0.5, -0.1], [0.3, 0.0, -0.4], [-0.3, -0.7, 0.6], [-0.3, 0.0, 0.0], [-0.9, 0.5, -0.6], [0.2, -0.4, 0.4], [0.0, 0.6, 0.1], [-0.4, 0.6, -0.4], [-0.3, 0.7, -0.2], [-0.4, 0.2, 0.3], [0.0, -0.2, 0.0], [-0.2, 0.1, 0.0], [0.2, 0.2, 0.0], [0.1, -0.9, 0.0], [-0.8, -0.2, 0.0], [-0.1, 1.5, 0.0], [0.3, 0.0, -0.5], [0.0, -0.5, -0.6], [-0.5, 0.8, 1.3], [-0.4, 0.1, -0.1], [0.2, 0.2, -0.4], [-0.1, -0.6, 0.4], [-0.3, 0.6, -0.1], [0.0, 0.0, -0.5], [0.1, -0.6, 0.8], [0.0, 0.1, -0.1], [0.2, 0.2, -0.3], [0.0, -0.3, 0.4], [-0.2, -0.1, 0.1], [-0.2, 0.1, -0.3], [0.8, 0.4, 0.0], [-0.5, 0.3, 0.0], [0.1, 0.1, 0.2], [0.5, -0.5, -0.5], [0.6, 0.0, -0.8], [0.3, 0.1, -0.1], [-0.5, -0.8, 0.7], [-0.1, 0.1, 0.2], [0.3, 0.0, 0.0], [-0.5, -0.2, 0.0], [-0.2, 0.1, -0.1], [-0.1, -0.3, 0.1], [0.4, 0.0, -0.1], [-0.4, 0.5, 0.0], [-0.1, 0.1, 0.4], [0.2, -0.2, 0.0], [0.0, 0.0, 0.2], [0.0, 0.4, -0.1], [-0.1, -0.3, -0.1]]
}

***

{
  "formula": "C5H38NO14",
  "method": "the ωB97M-V functional and the def2-TZVPD basis",
  "multiplicity": 1,
  "e_lumo_ev": -2.5,
  "de_lowest_kj_mol": 817.8,
  "homo_lumo_gap_ha": 0.37681,
  "total_charge": 1,
  "fmax_ev_per_a": 9.63,
  "symbols": ["C", "O", "C", "C", "C", "C", "N", "H", "H", "H", "H", "H", "H", "H", "H", "H", "H", "H", "H", "H", "H", "O", "H", "H", "O", "H", "H", "O", "H", "H", "O", "H", "H", "O", "H", "H", "O", "H", "H", "O", "H", "H", "O", "H", "H", "O", "H", "H", "O", "H", "H", "O", "H", "H", "O", "H", "H", "O"],
  "coordinates": [[0.8587, -1.3916, 2.3112], [2.1073, -0.8470, 1.7198], [-0.1407, -1.6245, 1.1936], [0.1485, -2.7020, 0.2460], [0.9642, -2.0123, -0.8212], [0.5091, -1.2860, -1.8702], [1.4295, -0.9164, -2.8688], [1.2732, -2.2777, 2.8189], [0.4531, -0.7334, 3.1156], [2.8066, -0.7521, 2.4872], [-1.1628, -1.7869, 1.5246], [-0.3065, -0.6896, 0.5705], [0.6481, -3.5393, 0.7808], [-0.8193, -3.1049, 0.0366], [2.1154, -2.1299, -0.6124], [-0.6263, -1.1461, -2.1220], [1.3971, -1.5745, -3.5854], [2.3105, -0.8026, -2.4290], [1.1684, 0.0393, -3.2998], [-1.0806, 1.2128, 3.3361], [-0.3984, 2.2354, 2.2467], [-0.3344, 1.3340, 2.6957], [4.5268, 0.0289, -2.1188], [3.4127, 0.4132, -1.2007], [3.5791, -0.0225, -2.0402], [-4.8352, -1.0095, 0.6075], [-3.8518, -2.1181, 0.1576], [-3.9898, -1.4300, 0.6337], [-0.2794, 1.2959, 0.5084], [-1.3310, 1.4324, -0.6656], [-0.4778, 1.7782, -0.3454], [1.7834, 3.3118, -1.5340], [0.7065, 2.2969, -1.6401], [1.1858, 2.8288, -2.0949], [-3.1173, -0.0640, -0.8672], [-2.5918, 1.1407, -1.4007], [-3.3517, 0.9160, -0.8737], [0.7157, 2.8823, 0.3664], [2.0637, 3.2088, 1.0014], [1.5223, 3.4875, 0.3471], [1.9954, 0.5114, 0.7557], [3.1978, 1.5781, 1.1178], [2.6567, 1.1694, 0.2961], [-2.9819, -3.4073, -2.7107], [-2.0877, -2.6169, -3.4212], [-2.9898, -2.6236, -3.0978], [1.8751, 0.9034, 3.5373], [3.3000, 1.0165, 4.0313], [2.7761, 0.8079, 3.2656], [-1.7338, 2.7035, -2.5392], [-1.7681, 1.8471, -3.7393], [-1.6210, 1.8430, -2.8028], [-0.2324, 4.5967, 1.7397], [-1.5869, 3.9772, 1.8091], [-0.6891, 3.9664, 2.3012], [-2.4555, -4.6020, 1.1415], [-3.4688, -3.4821, 1.3768], [-3.1768, -4.0706, 0.6237]],
  "forces_ev_per_a": [[1.6, 0.3, 0.5], [-0.2, -1.2, 1.6], [-1.2, 2.5, 1.3], [1.1, -0.7, -0.3], [1.6, -1.0, -0.9], [-3.1, -2.1, 2.2], [-2.8, 3.7, -1.2], [-1.1, -0.3, -0.3], [0.3, -0.3, -0.9], [-2.2, 0.1, -2.2], [0.0, 0.0, 1.0], [0.5, -0.7, 1.1], [0.3, 0.6, -0.7], [-0.5, -0.2, -1.4], [-2.2, 0.5, -0.8], [2.4, -0.2, 0.6], [0.4, -1.4, -1.7], [2.6, 0.3, 0.2], [0.7, -1.5, 0.8], [0.9, 0.6, -1.1], [-0.3, -0.8, 1.6], [-0.4, 0.3, -0.2], [0.6, -0.2, -0.4], [-0.6, 0.7, 1.1], [0.6, -0.1, -0.1], [-0.8, -0.2, -0.5], [0.5, -7.0, -5.3], [0.3, 7.0, 5.7], [-0.7, 0.4, -1.2], [0.6, 0.2, 0.8], [-0.1, -1.2, 1.5], [0.0, -0.1, 0.6], [-4.6, -5.1, 5.0], [4.7, 5.0, -6.7], [-1.4, 1.3, 0.7], [-0.3, 1.0, -1.4], [0.9, -2.5, 0.4], [1.8, 1.4, -0.3], [2.5, -1.3, 3.1], [-4.3, 1.5, -2.3], [2.2, 1.1, -0.6], [-1.9, -1.8, -2.8], [0.7, 0.2, 3.0], [-0.7, -5.8, 3.1], [0.2, 0.5, -0.5], [0.6, 5.2, -2.5], [-1.3, 0.3, 0.1], [0.4, 0.3, 0.6], [1.4, 0.5, 0.3], [-0.2, 3.5, 1.0], [-0.2, -0.1, -0.7], [0.6, -3.3, -0.6], [0.8, 0.2, -0.1], [1.8, -0.2, 1.4], [-2.7, 0.1, -1.6], [-1.9, 1.1, -1.7], [0.1, -0.7, -1.2], [1.9, -0.5, 3.0]]
}